# 1
C27H37ClN2O8S as an isolated structure, computed with ωB97M-V/def2-TZVPD.

Summary:
orbital gap: 8.34 eV
LUMO energy: -0.69 eV

Each line ends with the Mulliken charge.
Cartesian coordinates (Å):
C (-2.8849, -3.7347, -1.4790)  -0.87
C (-1.3766, -3.4084, -1.4356)  -0.19
C (-0.8554, -2.7132, -2.6953)  -1.32
C (0.3774, -3.4161, -3.3302)  0.44
C (-0.0990, -4.7416, -3.9443)  -1.76
C (1.4778, -3.5487, -2.2814)  -0.26
C (1.8318, -2.4531, -1.5590)  -0.93
C (2.8136, -2.4777, -0.5386)  0.20
Cl (3.0999, -1.0007, 0.3151)  -0.22
C (3.5077, -3.5890, -0.2103)  -0.82
C (3.2203, -4.7661, -0.9446)  0.64
N (3.7921, -5.9517, -0.8036)  -0.70
S (3.1474, -6.9259, -1.8913)  0.12
N (2.0891, -5.9287, -2.5808)  -0.49
C (2.2153, -4.7508, -1.9835)  0.97
H (-3.3356, -3.4627, -0.5345)  -0.09
H (-3.3785, -3.2735, -2.3257)  0.38
H (-3.0107, -4.8102, -1.5786)  0.32
H (-1.1862, -2.7721, -0.5768)  0.37
H (-0.8478, -4.3389, -1.2462)  0.29
H (-1.6212, -2.7007, -3.4635)  0.66
H (-0.6016, -1.6761, -2.4974)  0.46
H (0.7403, -2.7823, -4.1357)  0.49
H (-0.2557, -5.4857, -3.1754)  0.36
H (-1.0529, -4.5610, -4.4308)  0.46
H (0.5804, -5.1183, -4.6969)  0.41
H (1.3527, -1.5068, -1.7407)  0.52
H (4.2429, -3.6068, 0.5773)  0.50
O (-4.0766, -1.9589, 1.3072)  -0.58
C (-4.9290, -2.6316, 1.8066)  0.56
O (-4.7721, -3.9581, 2.0332)  -0.35
C (-5.9915, -4.5247, 2.5426)  -0.42
C (-6.7566, -3.3525, 3.1438)  -0.47
C (-6.3140, -2.1973, 2.2470)  -0.47
H (-6.5278, -4.9883, 1.7119)  0.27
H (-5.7420, -5.2910, 3.2723)  0.30
H (-7.8325, -3.5129, 3.1683)  0.32
H (-6.4184, -3.1758, 4.1656)  0.26
H (-6.9413, -2.1011, 1.3599)  0.25
H (-6.2671, -1.2453, 2.7671)  0.31
O (0.6074, 4.8770, 3.2742)  -0.63
C (0.7691, 3.9075, 2.5878)  0.62
O (-0.2650, 3.1706, 2.1248)  -0.36
C (0.2262, 2.0192, 1.4100)  -0.49
C (1.6414, 2.3888, 0.9872)  0.48
C (2.0806, 3.3062, 2.1239)  -0.57
H (0.2023, 1.1613, 2.0858)  0.29
H (-0.4350, 1.8229, 0.5696)  0.29
H (2.2866, 1.5294, 0.8377)  -0.37
H (1.6189, 2.9502, 0.0536)  0.25
H (2.5173, 2.7524, 2.9565)  0.30
H (2.7681, 4.0809, 1.7990)  0.28
O (4.4666, 2.7901, -0.1781)  -0.57
C (5.0544, 2.1146, -0.9721)  0.48
O (4.5135, 1.7270, -2.1480)  -0.35
C (5.4101, 0.8411, -2.8411)  -0.30
C (6.7900, 1.1423, -2.2701)  -0.52
C (6.4524, 1.5428, -0.8345)  -0.37
H (5.0947, -0.1864, -2.6459)  0.14
H (5.3372, 1.0364, -3.9081)  0.34
H (7.4772, 0.3026, -2.3503)  0.33
H (7.2306, 1.9906, -2.7956)  0.26
H (6.4055, 0.6801, -0.1684)  0.22
H (7.1309, 2.2867, -0.4279)  0.33
O (-3.6140, 7.9788, -0.0271)  -0.58
C (-2.8990, 7.8946, 0.9285)  0.48
O (-1.5506, 7.9120, 0.8384)  -0.37
C (-0.9594, 7.6999, 2.1376)  -0.15
C (-2.0343, 8.1094, 3.1338)  -0.54
C (-3.3126, 7.7443, 2.3815)  -0.38
H (-0.6904, 6.6478, 2.2314)  0.05
H (-0.0574, 8.3021, 2.2139)  0.34
H (-1.9264, 7.6181, 4.0985)  0.33
H (-1.9992, 9.1881, 3.2968)  0.27
H (-3.6055, 6.7071, 2.5486)  0.25
H (-4.1458, 8.4026, 2.6098)  0.30

# 2
C27H37F3InN3O4S6Si as an isolated structure in a non-equilibrium geometry, computed with ωB97M-V/def2-TZVPD.

Summary:
orbital gap: 8.35 eV
LUMO energy: 0.14 eV

Each line ends with the Mulliken charge.
Cartesian coordinates (Å):
In (0.0418, -0.1813, 0.2316)  1.81
C (2.8210, -2.0037, -2.4404)  -0.73
C (2.2788, -3.2972, -1.8553)  -1.19
S (1.2216, -3.0793, -0.3729)  0.19
C (1.8347, -4.3840, 0.7271)  -0.78
C (3.2851, -4.2596, 1.1969)  -0.89
S (3.7491, -2.5672, 1.7019)  0.07
C (5.2628, -2.3125, 0.7205)  -0.92
C (5.1178, -2.1954, -0.7957)  -0.93
S (3.8542, -0.9940, -1.3484)  0.13
H (2.0064, -1.3288, -2.7135)  0.17
H (3.3994, -2.2329, -3.3370)  0.59
H (3.0794, -3.9812, -1.5806)  0.51
H (1.6654, -3.7773, -2.6189)  0.58
H (1.6770, -5.3442, 0.2352)  0.51
H (1.1493, -4.3085, 1.5703)  0.17
H (3.9823, -4.5745, 0.4201)  0.37
H (3.4230, -4.9070, 2.0627)  0.57
H (5.9568, -3.1220, 0.9517)  0.54
H (5.6687, -1.3848, 1.1270)  0.37
H (4.8764, -3.1552, -1.2483)  0.32
H (6.0722, -1.8652, -1.2075)  0.54
S (-1.8940, 2.6646, 3.5214)  -0.50
C (-3.2958, 2.1870, 2.6263)  1.00
C (-4.6381, 2.3613, 2.9404)  -0.62
C (-5.5838, 1.8398, 2.0802)  -0.68
C (-5.1963, 1.1438, 0.9324)  -0.92
C (-3.8643, 0.9682, 0.6216)  0.52
C (-2.8941, 1.5093, 1.4644)  -1.16
N (-1.5243, 1.4212, 1.3031)  0.41
C (-0.8861, 1.9343, 2.3090)  0.51
C (0.5568, 1.8454, 2.4690)  1.75
C (1.2247, 2.6679, 3.3796)  -1.37
C (2.5931, 2.5676, 3.5328)  -0.99
C (3.3027, 1.6426, 2.7827)  -0.75
C (2.6420, 0.8227, 1.8735)  -0.05
C (1.2720, 0.9140, 1.7141)  -0.03
H (-4.9333, 2.8742, 3.8463)  0.42
H (-6.6358, 1.9559, 2.3046)  0.39
H (-5.9583, 0.7193, 0.2901)  0.41
H (-3.5464, 0.3636, -0.2127)  0.23
H (0.6570, 3.3941, 3.9512)  0.45
H (3.1048, 3.2121, 4.2359)  0.39
H (4.3752, 1.5486, 2.9072)  0.46
H (3.1982, 0.1111, 1.2882)  0.05
C (-4.0667, -1.8896, -2.5594)  -0.97
N (-3.4012, -0.6183, -2.7158)  0.15
C (-4.1406, 0.6038, -3.0251)  -0.43
C (-3.0807, 1.7103, -2.8574)  -0.63
N (-1.9329, 0.9736, -2.3540)  0.60
C (-2.1584, -0.3248, -2.2924)  -0.25
S (-1.0165, -1.4866, -1.7863)  -0.55
H (-4.3795, -2.2916, -3.5246)  0.29
H (-4.9474, -1.7766, -1.9221)  0.30
H (-3.3770, -2.5862, -2.0896)  0.31
H (-4.9708, 0.7288, -2.3239)  0.16
H (-4.5496, 0.5622, -4.0353)  0.43
H (-3.3939, 2.4733, -2.1439)  0.33
H (-2.8351, 2.1957, -3.8028)  0.46
H (-0.9765, 1.3353, -2.1208)  0.07
C (-0.0393, 3.6484, -2.9340)  -1.26
Si (1.0665, 2.7307, -1.6864)  0.46
C (2.7515, 2.4766, -2.4990)  -1.09
C (1.2738, 3.8400, -0.1703)  -0.76
O (0.3568, 1.3301, -1.3272)  -0.98
H (0.4505, 4.5650, -3.2728)  0.37
H (-1.0001, 3.9377, -2.4973)  0.30
H (-0.2399, 3.0393, -3.8204)  0.31
H (3.1801, 3.4268, -2.8282)  0.37
H (2.6735, 1.8173, -3.3673)  0.29
H (3.4565, 2.0206, -1.8005)  0.23
H (1.5311, 4.8719, -0.4213)  0.54
H (2.0622, 3.4467, 0.4769)  0.12
H (0.3483, 3.8601, 0.4107)  0.10
F (-1.3274, -4.3023, 2.5637)  -0.20
C (-1.9978, -3.2415, 3.0456)  0.42
F (-1.9498, -3.2881, 4.3749)  -0.21
F (-3.2772, -3.3564, 2.6722)  -0.21
S (-1.2541, -1.6679, 2.3768)  0.79
O (-1.4766, -0.6994, 3.4067)  -0.60
O (0.1298, -2.0182, 2.1284)  -0.71
O (-1.9906, -1.4596, 1.1343)  -0.46